Entry 1:
# C4H3N3O

A single C4H3N3O molecule (ωB97M-V with the def2-TZVPD basis set, the Open Molecules 2025 dataset).

Atoms and positions in Å:
O1 2.46 -0.11 0.43
C1 1.18 0.07 0.22
C2 0.43 -1.07 -0.24
N1 -0.85 -1.39 -0.40
C3 -1.63 -0.57 0.39
N2 -1.61 0.80 0.41
N3 -0.72 1.49 -0.28
C4 0.52 1.33 -0.28
H1 1.32 -1.69 -0.64
H2 -2.44 -0.99 0.88
H3 1.34 2.14 -0.49

F_max ... 0.111 hartree/bohr
ΔE to the lowest compared entry with this formula, charge and spin ... 91.0 kcal per mole



Entry 2:
# C4H3N3O

A single C4H3N3O molecule (ωB97M-V with the def2-TZVPD basis set, the Open Molecules 2025 dataset).

Atoms and positions in Å:
C1 -1.87 -0.26 0.01
C2 -1.21 0.96 0.08
N1 0.18 0.48 -0.14
N2 1.50 1.02 -0.06
C3 2.16 -0.10 0.02
O1 1.39 -1.25 0.07
C4 0.11 -0.86 -0.05
N3 -1.08 -1.38 -0.07
H1 -2.99 -0.27 -0.03
H2 -1.46 2.01 0.17
H3 3.26 -0.36 0.00

F_max ... 0.068 hartree/bohr
ΔE to the lowest compared entry with this formula, charge and spin ... 34.8 kcal per mole



Entry 3:
# C4H3N3O

A single C4H3N3O molecule (ωB97M-V with the def2-TZVPD basis set, the Open Molecules 2025 dataset).

Atoms and positions in Å:
C1 0.56 -0.87 1.07
C2 -0.57 -1.24 0.43
C3 -0.78 -0.13 -0.57
N1 -1.58 0.62 -1.42
N2 -1.09 1.71 -1.75
O1 0.24 1.77 -1.19
C4 0.30 0.69 -0.41
N3 1.21 0.16 0.39
H1 1.11 -1.52 1.79
H2 -1.24 -2.07 0.65
H3 1.82 0.88 1.00

F_max ... 0.119 hartree/bohr
ΔE to the lowest compared entry with this formula, charge and spin ... 59.8 kcal per mole



Entry 4:
# C4H3N3O2

A single C4H3N3O2 molecule (ωB97M-V with the def2-TZVPD basis set, the Open Molecules 2025 dataset).

Atoms and positions in Å:
C1 1.12 -1.05 -1.52
O1 0.81 -0.05 -0.56
C2 -0.32 -0.12 0.06
N1 -1.34 -0.89 0.01
O2 -2.29 -0.45 0.91
N2 -1.93 0.63 1.59
C3 -0.77 1.03 1.26
C4 0.11 2.02 1.65
N3 0.95 2.78 1.89
H1 1.58 -1.91 -1.01
H2 1.84 -0.60 -2.20
H3 0.23 -1.37 -2.07

F_max ... 0.116 hartree/bohr
ΔE to the lowest compared entry with this formula, charge and spin ... 79.2 kcal per mole



Entry 5:
# C4H3N3S

A single C4H3N3S molecule (ωB97M-V with the def2-TZVPD basis set, the Open Molecules 2025 dataset).

Atoms and positions in Å:
C1 1.76 0.36 0.02
C2 0.80 1.34 0.00
N1 -0.32 0.62 -0.06
S1 -2.07 0.90 -0.02
N2 -2.34 -0.73 -0.03
C3 -1.29 -1.42 0.02
C4 -0.04 -0.71 -0.04
N3 1.26 -0.86 0.00
H1 2.84 0.67 0.06
H2 0.91 2.36 -0.04
H3 -1.52 -2.53 0.09

F_max ... 0.067 hartree/bohr
ΔE to the lowest compared entry with this formula, charge and spin ... 18.9 kcal per mole



Entry 6:
# C4H3N5O

A single C4H3N5O molecule (ωB97M-V with the def2-TZVPD basis set, the Open Molecules 2025 dataset).

Atoms and positions in Å:
O1 1.96 0.42 2.06
C1 1.11 -0.03 1.36
N1 0.22 -1.07 1.76
C2 -0.77 -1.34 1.04
N2 -1.24 -0.63 -0.03
C3 -0.37 0.24 -0.68
N3 -0.27 1.15 -1.65
N4 1.08 1.68 -1.70
N5 1.68 1.23 -0.66
C4 0.89 0.26 -0.09
H1 -1.25 -2.54 1.20
H2 -2.01 -1.05 -0.46
H3 -1.04 1.67 -2.16

F_max ... 0.088 hartree/bohr
ΔE to the lowest compared entry with this formula, charge and spin ... 37.5 kcal per mole



Entry 7:
# C4H3NO

A single C4H3NO molecule (ωB97M-V with the def2-TZVPD basis set, the Open Molecules 2025 dataset).

Atoms and positions in Å:
O1 -1.72 0.12 -1.44
C1 -0.75 0.12 -0.68
C2 -0.71 0.14 0.76
C3 0.55 -0.01 1.09
N1 1.43 -0.21 -0.04
C4 0.76 -0.08 -1.12
H1 -1.55 0.38 1.41
H2 0.89 -0.15 2.10
H3 1.10 -0.31 -2.09

F_max ... 0.065 hartree/bohr
ΔE to the lowest compared entry with this formula, charge and spin ... 12.5 kcal per mole



Entry 8:
# C4H3NO

A single C4H3NO molecule (ωB97M-V with the def2-TZVPD basis set, the Open Molecules 2025 dataset).

Atoms and positions in Å:
N1 -2.14 0.49 0.47
C1 -1.11 1.02 0.43
C2 0.28 1.21 0.18
C3 0.89 0.07 -0.18
C4 -0.16 -1.26 -0.37
O1 -0.86 -1.44 -1.31
H1 0.74 2.07 0.67
H2 1.95 -0.06 0.00
H3 0.41 -2.09 0.11

F_max ... 0.103 hartree/bohr
ΔE to the lowest compared entry with this formula, charge and spin ... 41.2 kcal per mole